{"formula": "C3H5NO", "method": "ωB97M-V/def2-TZVPD", "lumo_energy_ev": 0.750, "gap_ha": 0.349, "max_force_ev_per_a": 0.37, "species": ["C", "C", "N", "C", "O", "H", "H", "H", "H", "H"], "coordinates": [[-0.609, -1.338, -0.169], [-0.625, 0.818, 0.425], [0.721, 0.975, 0.013], [1.354, -0.083, -0.256], [0.774, -1.307, -0.128], [-0.994, -0.379, 0.639], [-0.898, -0.918, -1.155], [-1.348, 1.256, -0.264], [-0.777, 1.204, 1.439], [2.406, -0.111, -0.523]], "nbo_charge": [-0.07, -0.30, -0.46, 0.41, -0.51, 0.19, 0.11, 0.22, 0.22, 0.19]}



{"formula": "C40H36BBrIN13O2S4Sr", "method": "ωB97M-V/def2-TZVPD", "lumo_energy_ev": 3.660, "gap_ha": 0.237, "charge": -2, "max_force_ev_per_a": 1.37, "species": ["Sr", "C", "S", "C", "S", "N", "N", "C", "C", "C", "C", "C", "C", "N", "H", "H", "H", "H", "H", "H", "H", "H", "C", "O", "C", "C", "C", "C", "C", "C", "N", "N", "C", "C", "C", "C", "O", "C", "N", "C", "C", "C", "C", "H", "H", "H", "H", "H", "H", "H", "H", "H", "H", "H", "H", "C", "N", "C", "C", "N", "B", "N", "C", "C", "N", "C", "C", "S", "C", "S", "H", "H", "H", "H", "H", "H", "H", "H", "H", "H", "H", "H", "Br", "C", "C", "C", "C", "C", "C", "I", "H", "H", "H", "H", "N", "C", "N", "C", "N"], "coordinates": [[-0.398, -0.481, 0.309], [-1.564, 1.980, -5.377], [0.143, 1.538, -5.032], [0.077, 0.982, -3.344], [-1.341, 1.070, -2.424], [1.253, 0.500, -3.008], [1.359, 0.214, -1.688], [2.352, -0.512, -1.345], [2.764, -0.615, 0.063], [3.927, -1.312, 0.385], [4.383, -1.298, 1.691], [3.687, -0.570, 2.642], [2.528, 0.081, 2.246], [2.079, 0.055, 0.997], [-1.620, 2.136, -6.455], [-1.862, 2.887, -4.857], [-2.233, 1.173, -5.086], [3.029, -0.949, -2.081], [4.452, -1.865, -0.384], [5.271, -1.854, 1.964], [4.006, -0.527, 3.674], [1.929, 0.637, 2.959], [-4.707, -4.374, 4.669], [-4.096, -4.181, 5.939], [-2.744, -4.334, 5.992], [-2.121, -3.920, 7.168], [-0.749, -4.023, 7.296], [0.026, -4.506, 6.246], [-0.609, -4.971, 5.097], [-1.985, -4.884, 4.961], [1.443, -4.572, 6.490], [2.289, -4.268, 5.625], [1.890, -3.723, 4.363], [2.348, -4.352, 3.231], [1.854, -4.036, 1.968], [0.881, -3.045, 1.767], [0.428, -2.748, 0.612], [0.456, -2.315, 2.963], [-0.462, -1.327, 2.809], [-0.803, -0.593, 3.840], [-0.229, -0.753, 5.113], [0.649, -1.778, 5.308], [1.000, -2.622, 4.230], [-5.755, -4.114, 4.798], [-4.623, -5.410, 4.333], [-4.258, -3.726, 3.915], [-2.732, -3.511, 7.962], [-0.254, -3.704, 8.205], [-0.037, -5.378, 4.275], [-2.438, -5.220, 4.035], [3.060, -5.162, 3.347], [2.205, -4.567, 1.091], [-1.542, 0.181, 3.664], [-0.504, -0.076, 5.909], [1.093, -1.951, 6.281], [-2.663, 3.975, -0.624], [-1.965, 4.322, 0.594], [-1.504, 5.581, 0.925], [-0.888, 5.461, 2.118], [-0.964, 4.147, 2.516], [-0.291, 3.613, 3.793], [1.234, 3.217, 3.546], [1.937, 2.727, 4.625], [3.227, 2.556, 4.271], [3.320, 2.937, 2.949], [4.516, 2.886, 2.148], [2.087, 3.350, 2.497], [1.809, 3.888, 0.921], [-1.639, 3.452, 1.580], [-2.122, 1.824, 1.627], [-3.215, 4.849, -0.971], [-3.349, 3.157, -0.412], [-1.965, 3.639, -1.390], [-1.628, 6.422, 0.267], [-0.359, 6.187, 2.706], [-0.859, 2.637, 4.217], [-0.283, 4.517, 4.611], [1.446, 2.544, 5.564], [4.073, 2.186, 4.823], [4.928, 1.876, 2.143], [5.265, 3.585, 2.529], [4.237, 3.171, 1.135], [-2.230, -4.736, -5.939], [-1.892, -5.185, -4.121], [-1.920, -6.531, -3.783], [-1.702, -6.913, -2.470], [-1.444, -5.952, -1.502], [-1.404, -4.613, -1.853], [-1.639, -4.209, -3.167], [-1.639, -2.152, -3.520], [-2.120, -7.267, -4.550], [-1.739, -7.962, -2.204], [-1.298, -6.223, -0.464], [-1.185, -3.870, -1.095], [-2.710, -1.540, -0.095], [-3.324, -2.488, 0.187], [-4.127, -3.469, 0.510], [-3.580, -4.482, 1.155], [-3.194, -5.421, 1.722]], "mulliken_charge": [1.43, -0.76, -0.11, 0.38, -0.52, -1.37, 0.74, -1.45, 1.17, -0.72, -0.65, -0.36, -0.54, 0.61, 0.33, 0.25, 0.23, 0.31, 0.40, 0.38, 0.45, 0.33, -0.65, -0.51, 0.77, -0.71, -0.20, -0.19, -0.23, -0.27, -0.58, -0.64, 0.04, -0.58, -0.70, 0.90, -0.91, -0.18, 0.36, -1.00, -1.17, -0.50, 1.22, 0.27, 0.37, 0.17, 0.39, 0.39, 0.48, 0.44, 0.34, 0.41, 0.54, 0.56, 0.57, -1.07, 0.38, -0.49, -0.53, 0.01, 0.11, 0.59, -0.96, -0.57, 0.26, -0.95, 0.07, -0.45, -0.13, -0.43, 0.31, 0.36, 0.34, 0.43, 0.45, -0.16, -0.22, 0.52, 0.49, 0.26, 0.35, 0.27, -0.25, 0.37, -0.42, -0.51, -0.77, 0.30, -0.56, 0.34, 0.36, 0.34, 0.43, 0.31, -0.41, 0.45, -0.89, 0.74, -0.77]}



{"formula": "C2H6O2S2", "method": "ωB97M-V/def2-TZVPD", "lumo_energy_ev": 0.380, "gap_ha": 0.335, "max_force_ev_per_a": 3.50, "species": ["C", "C", "O", "O", "S", "S", "H", "H", "H", "H", "H", "H"], "coordinates": [[-0.335, -0.067, -2.423], [0.291, 0.434, 2.257], [-1.358, -1.079, 0.783], [1.006, -0.467, -0.180], [1.092, 0.605, -1.465], [0.083, -1.005, 1.103], [-0.304, 0.404, -3.418], [-1.202, 0.265, -1.850], [-0.122, -1.143, -2.316], [-0.135, 0.188, 3.331], [-0.344, 1.314, 1.960], [1.328, 0.553, 2.217]], "nbo_charge": [-0.75, -0.85, -0.93, -0.93, 0.51, 1.53, 0.23, 0.23, 0.24, 0.25, 0.25, 0.23]}